{
  "formula": "C6H10O",
  "method": "ωB97M-V with the def2-TZVPD basis set",
  "species": ["C", "C", "O", "C", "C", "C", "C", "H", "H", "H", "H", "H", "H", "H", "H", "H", "H"],
  "xyz": [[-0.975943, -0.792041, -0.391523], [-0.538748, 0.175965, 0.596996], [-0.551958, -0.070329, 1.793069], [0.083232, 1.440296, 0.037709], [1.504458, 1.140950, -0.358426], [1.788555, -0.152005, -0.474924], [0.680915, -1.198652, -0.309440], [-1.559424, -1.656342, -0.048465], [-1.345666, -0.452349, -1.376571], [-2.791850, -0.126926, 0.825622], [-2.361330, -0.095970, 1.440470], [-0.489790, 1.810614, -0.821026], [0.013566, 2.149525, 0.857989], [2.216475, 1.949767, -0.535786], [2.799002, -0.508177, -0.703332], [0.850304, -1.763112, 0.622952], [0.678202, -1.851215, -1.155317]],
  "forces_ev_per_a": [[1.8, -0.5, 0.0], [-0.7, 0.8, 0.7], [0.6, 0.5, 0.0], [-0.1, 0.3, 0.2], [-0.1, -0.3, 0.0], [-0.5, 0.0, -0.2], [-0.2, -0.7, -0.9], [0.5, 0.4, 0.1], [0.8, 0.0, 0.5], [-0.7, 0.1, 0.4], [-1.2, -0.1, -0.1], [0.0, 0.1, 0.2], [0.2, 0.3, -0.1], [-0.2, -0.3, 0.2], [-0.5, 0.0, 0.0], [-0.4, 0.1, -0.5], [0.7, -0.8, -0.5]],
  "mulliken_charge": [-0.5557, 0.5233, -0.6231, -0.8380, -0.3195, -0.3603, -0.7923, 0.4315, 0.3153, 0.0954, -0.0482, 0.2853, 0.3311, 0.3887, 0.3896, 0.3178, 0.4591],
  "homo_energy_ev": -9.40,
  "e_above_lowest_kcal_mol": 64.35,
  "total_energy_ha": -309.7398,
  "orbital_gap_ev": 10.34,
  "e_lumo_ev": 0.9
}